{"formula": "C4H32BO24", "method": "the ωB97M-V functional and the def2-TZVPD basis", "species": ["O", "C", "O", "B", "O", "C", "O", "O", "C", "O", "C", "O", "O", "O", "H", "H", "O", "H", "H", "O", "H", "H", "O", "H", "H", "O", "H", "H", "O", "H", "H", "O", "H", "H", "O", "H", "H", "O", "H", "H", "O", "H", "H", "O", "H", "H", "O", "H", "H", "O", "H", "H", "O", "H", "H", "O", "H", "H", "O", "H", "H"], "xyz": [[1.2923, 3.6779, -0.0844], [1.1708, 2.5629, 0.3537], [0.6903, 1.5052, -0.2506], [0.6949, 0.3488, 0.6255], [1.2037, 0.8254, 1.9323], [1.4420, 2.1228, 1.8410], [1.9129, 2.8983, 2.7013], [1.5006, -0.8625, 0.1416], [0.7503, -1.9237, 0.1347], [1.0658, -3.0313, -0.1990], [-0.6067, -1.5914, 0.7441], [-0.6550, -0.3090, 0.8898], [-1.4970, -2.4043, 1.0340], [0.6902, -2.3065, -5.2734], [0.6119, -2.5278, -4.3455], [0.3311, -3.0658, -5.7324], [7.3672, 3.7260, -1.2478], [6.8762, 4.5458, -1.1917], [8.2725, 3.9753, -1.0621], [-2.3601, 1.8632, -5.2579], [-1.9903, 0.9847, -5.3448], [-1.7420, 2.3291, -4.6947], [2.8626, -9.7719, 1.8111], [3.5578, -9.2291, 1.4390], [2.0891, -9.2081, 1.8057], [6.2378, 8.6093, 4.8911], [5.7791, 7.8363, 4.5622], [6.0742, 8.6023, 5.8342], [1.8819, 3.1365, -6.9798], [2.8147, 3.3364, -6.9017], [1.7303, 2.4436, -6.3370], [-2.2772, -9.3107, 2.3567], [-2.7345, -8.4983, 2.5736], [-2.0347, -9.6833, 3.2044], [-6.0513, -3.8060, -3.5409], [-5.6262, -4.6549, -3.4189], [-6.4773, -3.6281, -2.7024], [-1.1769, 1.6397, 6.7044], [-0.5534, 1.0296, 6.3105], [-1.3100, 2.3118, 6.0360], [-3.9528, -8.1961, -2.6731], [-3.4854, -8.3123, -1.8459], [-3.7858, -9.0040, -3.1585], [0.1192, 9.1496, 5.9658], [0.6515, 9.8382, 5.5674], [0.0042, 8.5023, 5.2701], [6.6262, -4.8278, 1.7658], [6.1787, -4.0621, 1.4057], [6.8215, -4.5877, 2.6716], [-7.0990, -7.3124, 2.9086], [-8.0225, -7.2174, 3.1418], [-7.0051, -6.8186, 2.0940], [2.1454, 8.4251, -5.5505], [2.1845, 7.8603, -4.7786], [1.2563, 8.3113, -5.8864], [0.2290, 10.7143, -1.1597], [0.2137, 9.8601, -0.7280], [1.1086, 11.0523, -0.9917], [-8.6150, -2.4264, 0.5403], [-9.3040, -3.0574, 0.7483], [-8.0766, -2.3897, 1.3309]], "lumo_energy_ev": 1.5, "total_energy_ev": -54490.804, "de_lowest_kcal_mol": 92.2, "orbital_gap_ev": 8.8463, "charge": -1}


{"formula": "C15H30ClFINO3S2Si2", "method": "the ωB97M-V functional and the def2-TZVPD basis", "species": ["C", "C", "C", "Si", "C", "C", "C", "F", "N", "C", "C", "O", "Si", "Cl", "I", "C", "S", "C", "C", "H", "H", "H", "H", "H", "H", "H", "H", "H", "H", "H", "H", "H", "H", "H", "H", "H", "H", "H", "H", "H", "H", "C", "C", "C", "S", "O", "O", "C", "H", "H", "H", "H", "H", "H", "H", "H"], "xyz": [[-4.0703, 1.6507, -2.2223], [-2.8866, 1.7956, -2.5149], [-1.4331, 1.5273, -3.0082], [-0.1519, 1.4125, -1.5587], [-0.6913, 2.7060, -0.2803], [-1.0295, 4.1424, -0.8775], [-1.1859, 5.2299, 0.2869], [-0.0647, 5.2572, 1.1745], [-0.1686, -0.2629, -0.9975], [-0.8945, -0.4795, 0.2831], [-2.4785, -0.7058, 0.0959], [1.3904, 1.6939, -2.2915], [2.6322, 2.0945, -1.1960], [2.4692, 4.0921, -0.4529], [4.7268, 2.1178, -2.5690], [2.9471, 0.8199, 0.1826], [2.0678, 1.1418, 1.7763], [2.8824, 2.5019, 2.7109], [2.1354, 2.5620, 4.1325], [-5.1174, 1.8076, -1.8837], [-1.3596, 0.6252, -3.6994], [-1.1277, 2.4276, -3.6436], [-1.6465, 2.3101, 0.2052], [0.0398, 2.8704, 0.5717], [-0.2129, 4.4507, -1.5999], [-2.0369, 4.1573, -1.4132], [-1.2940, 6.2694, -0.1567], [-2.0843, 4.9360, 0.9191], [0.7501, -0.7101, -1.0155], [-0.5051, -1.4694, 0.7001], [-0.7000, 0.2872, 1.0877], [-2.8267, -0.5269, -0.9606], [-2.7052, -1.8012, 0.3145], [-3.0364, -0.1163, 0.8795], [2.7240, -0.2331, -0.1815], [4.0639, 0.8168, 0.4214], [4.0029, 2.3809, 2.8166], [2.7202, 3.5356, 2.2590], [1.0261, 2.6766, 3.8847], [2.2225, 1.5981, 4.7104], [2.4135, 3.4734, 4.7307], [-0.2751, -6.5484, 0.0355], [0.1461, -5.8357, -1.2528], [-0.2757, -4.3693, -1.1252], [-0.2705, -3.9984, 0.6270], [-1.6238, -3.7246, 1.0434], [0.8232, -3.1009, 0.9210], [0.1686, -5.6395, 1.1754], [0.1739, -7.5395, 0.1157], [-1.3627, -6.6672, 0.0529], [1.2327, -5.8981, -1.3645], [-0.3004, -6.2981, -2.1347], [0.4191, -3.7040, -1.6369], [-1.2872, -4.2096, -1.5004], [-0.3273, -5.8604, 2.1196], [1.2522, -5.6694, 1.3035]], "lumo_energy_ev": 0.4, "total_energy_ev": -84443.364, "orbital_gap_ev": 8.9971, "charge": 0}


{"formula": "C5H13F2KO4SZn2", "method": "the ωB97M-V functional and the def2-TZVPD basis", "species": ["Zn", "Zn", "K", "C", "C", "O", "H", "H", "H", "H", "H", "F", "F", "O", "S", "O", "O", "C", "C", "C", "H", "H", "H", "H", "H", "H", "H", "H"], "xyz": [[16.7730, 21.8139, -6.4476], [15.1844, 22.7767, -3.7539], [18.6549, 20.6200, -3.2069], [18.9526, 18.2073, -7.2722], [18.5894, 19.6922, -7.4215], [18.0278, 20.2740, -6.2424], [19.5821, 17.9391, -8.1207], [18.0306, 17.6275, -7.2284], [19.6152, 18.1976, -6.4068], [17.9478, 19.9075, -8.2758], [19.5957, 20.0595, -7.6229], [15.0017, 21.4052, -5.3286], [17.2515, 22.5971, -4.5932], [17.9831, 26.6235, -3.4719], [19.0555, 26.1061, -2.6402], [20.3306, 25.7164, -3.1838], [19.3459, 27.1045, -1.3821], [20.2987, 28.1287, -1.3930], [21.6177, 27.7074, -0.8506], [18.4142, 24.7116, -1.7112], [19.9230, 28.8688, -0.6864], [20.3591, 28.6512, -2.3477], [21.5323, 27.1614, 0.0889], [22.2983, 28.5538, -0.7593], [22.0186, 27.0110, -1.5871], [19.2255, 24.3111, -1.1034], [18.2870, 23.9421, -2.4727], [17.4764, 24.9441, -1.2067]], "lumo_energy_ev": [-5.0, -5.5], "total_energy_ev": -143010.583, "orbital_gap_ev": [7.1141, 6.9825], "spin_multiplicity": 2, "s2": 0.752, "charge": 1}


{"formula": "C25H35BrN2PRuSSe", "method": "the ωB97M-V functional and the def2-TZVPD basis", "species": ["Ru", "C", "C", "C", "C", "C", "Br", "N", "C", "H", "H", "H", "H", "H", "H", "C", "C", "C", "C", "C", "C", "C", "C", "C", "S", "C", "N", "H", "H", "H", "H", "H", "H", "H", "H", "Se", "C", "C", "C", "P", "C", "C", "C", "C", "C", "C", "H", "H", "H", "H", "H", "H", "H", "H", "H", "H", "H", "H", "H", "H", "H", "H", "H", "H", "H", "H", "H"], "xyz": [[0.0620, 0.6909, -0.0985], [-3.5196, -4.3164, 0.9397], [-3.3892, -2.8444, 0.6872], [-4.0831, -1.8998, 1.4353], [-3.8862, -0.5481, 1.2084], [-2.9827, -0.2215, 0.2186], [-2.4801, 1.6127, -0.0371], [-2.3345, -1.0711, -0.5366], [-2.5347, -2.3657, -0.2995], [-4.4836, -4.5595, 1.3857], [-2.7401, -4.6572, 1.6239], [-3.4194, -4.8855, 0.0157], [-4.7602, -2.2208, 2.2178], [-4.3730, 0.2111, 1.8015], [-1.9671, -3.0541, -0.9154], [0.8152, 0.1058, -3.0765], [1.9566, -0.3069, -2.2017], [3.2620, -0.4047, -2.7315], [4.2822, -0.7700, -1.9056], [3.9935, -1.2126, -0.5957], [5.0026, -1.7122, 0.2602], [4.6639, -2.2684, 1.4600], [3.3069, -2.4084, 1.8049], [2.2994, -1.9259, 1.0055], [0.6230, -2.3962, 1.3495], [2.6432, -1.2131, -0.1831], [1.6803, -0.6033, -0.9516], [0.3563, -0.7955, -3.4904], [1.1421, 0.7326, -3.9020], [0.0404, 0.6296, -2.5007], [3.4347, -0.1208, -3.7603], [5.3088, -0.7772, -2.2521], [6.0336, -1.6692, -0.0688], [5.4236, -2.6632, 2.1214], [3.0380, -2.9410, 2.7074], [-0.1041, -0.4242, 2.1169], [3.6223, 4.1074, -0.8061], [2.2269, 3.7242, -1.2939], [2.3230, 2.9856, -2.6208], [1.1019, 2.8175, -0.0734], [2.0506, 2.8991, 1.5277], [1.1276, 2.9202, 2.7458], [3.0228, 1.7224, 1.6297], [-0.1654, 4.1637, 0.1697], [-0.9630, 4.3866, -1.1195], [0.3793, 5.5023, 0.6725], [4.1580, 4.6121, -1.6143], [4.2126, 3.2356, -0.5230], [3.6005, 4.7896, 0.0426], [1.6940, 4.6568, -1.4960], [2.8482, 2.0385, -2.5013], [2.8760, 3.5838, -3.3503], [1.3358, 2.7776, -3.0319], [2.6287, 3.8272, 1.5228], [0.3784, 2.1319, 2.6811], [0.6187, 3.8753, 2.8715], [1.7157, 2.7350, 3.6474], [2.4651, 0.7938, 1.7545], [3.6608, 1.6196, 0.7503], [3.6688, 1.8529, 2.5017], [-0.8371, 3.7518, 0.9281], [-0.3965, 5.0018, -1.8224], [-1.8955, 4.9166, -0.9125], [-1.2075, 3.4512, -1.6240], [0.8828, 6.0473, -0.1292], [1.0854, 5.3940, 1.4933], [-0.4386, 6.1368, 1.0222]], "lumo_energy_ev": [-0.1, -0.1], "total_energy_ev": -187568.186, "de_lowest_kcal_mol": 68.6, "orbital_gap_ev": [5.6649, 5.9805], "spin_multiplicity": 2, "s2": 0.807, "charge": 0}